# C37H95N5O26

A 13-piece molecular cluster, C37H95N5O26 overall in a non-equilibrium geometry (ωB97M-V/def2-TZVPD, the OMol25 dataset).

As for the total energy: -100571.35487 eV. The value obtained for the HOMO energy is -8.83 eV. Its energy above the lowest of the compared OMol25 structures with the same formula, charge and spin is 0.00 kcal per mole. The LUMO energy is -0.169 eV. The frontier orbital gap comes out at 8.7 eV. For the molecular weight, the calculation gives 1026.18 u.

The geometry in ORCA input format:
```
! RIJCOSX wB97M-V def2-TZVPD def2/J DEFGRID3
* xyz 0 1
C 3.22 0.21 0.01
N 3.77 -0.55 -1.14
O 4.82 -0.19 -1.63
O 3.08 -1.45 -1.58
H 3.46 -0.29 0.94
H 2.14 0.26 -0.13
H 3.62 1.21 -0.08
C -5.57 -1.94 1.28
N -4.43 -1.02 1.50
O -4.45 0.00 0.87
O -3.59 -1.32 2.33
H -6.49 -1.48 1.63
H -5.41 -2.87 1.81
H -5.61 -2.17 0.22
C -2.89 1.71 -2.49
N -2.64 0.62 -3.45
O -2.16 0.93 -4.51
O -2.94 -0.51 -3.13
H -3.40 2.55 -2.98
H -1.94 2.06 -2.10
H -3.59 1.35 -1.74
C -0.15 -2.76 3.46
N 0.48 -3.15 2.16
O 0.05 -4.15 1.61
O 1.36 -2.44 1.73
H 0.31 -1.84 3.79
H 0.13 -3.53 4.17
H -1.22 -2.70 3.30
C 0.74 -2.73 -6.08
N -0.61 -3.19 -5.61
O -0.71 -4.35 -5.25
O -1.50 -2.38 -5.66
H 1.51 -3.19 -5.48
H 0.68 -1.65 -6.16
H 0.81 -3.08 -7.11
C 0.29 1.87 9.51
O -0.81 2.71 9.27
C -1.18 2.81 7.91
C -1.73 1.52 7.31
O -1.70 1.66 5.91
C -2.24 0.51 5.29
H 1.17 2.17 8.94
H 0.06 0.82 9.32
H 0.51 1.94 10.58
H -0.34 3.18 7.31
H -1.95 3.58 7.85
H -2.77 1.40 7.62
H -1.11 0.67 7.60
H -2.43 0.73 4.24
H -3.20 0.24 5.75
H -1.55 -0.33 5.40
C 0.63 -5.01 -1.70
O 1.69 -5.38 -2.54
C 2.74 -4.44 -2.49
C 3.87 -4.97 -3.32
O 3.46 -5.15 -4.66
C 4.35 -5.97 -5.37
H 0.12 -5.91 -1.36
H -0.08 -4.33 -2.19
H 0.96 -4.55 -0.76
H 3.10 -4.23 -1.48
H 2.38 -3.50 -2.91
H 4.21 -5.92 -2.90
H 4.73 -4.27 -3.29
H 3.98 -6.08 -6.39
H 4.44 -6.96 -4.92
H 5.35 -5.52 -5.40
C -6.16 -5.95 -2.47
O -5.46 -4.74 -2.40
C -4.07 -4.94 -2.23
C -3.44 -3.61 -1.97
O -3.65 -3.07 -0.68
C -2.96 -3.71 0.39
H -7.22 -5.72 -2.55
H -6.00 -6.57 -1.57
H -5.88 -6.55 -3.34
H -3.61 -5.42 -3.10
H -3.94 -5.59 -1.35
H -3.80 -2.88 -2.70
H -2.35 -3.66 -2.13
H -3.68 -4.33 0.93
H -2.58 -2.92 1.03
H -2.16 -4.35 0.00
C -1.01 1.41 1.78
O -0.39 0.76 0.68
C -1.23 -0.22 0.08
C -0.53 -0.99 -1.00
O 0.00 -0.18 -2.02
C 0.33 -0.96 -3.12
H -1.41 2.39 1.52
H -0.31 1.43 2.61
H -1.85 0.80 2.14
H -2.14 0.27 -0.28
H -1.47 -0.95 0.86
H -1.33 -1.63 -1.40
H 0.22 -1.63 -0.52
H -0.53 -1.24 -3.74
H 0.93 -1.84 -2.82
H 0.97 -0.47 -3.87
C -1.33 6.94 4.79
O -0.66 6.43 3.67
C -0.84 5.05 3.52
C -0.06 4.16 4.49
O 1.33 4.20 4.34
C 1.95 5.33 4.89
H -1.17 8.01 4.86
H -0.95 6.53 5.74
H -2.40 6.71 4.76
H -0.55 4.74 2.51
H -1.90 4.73 3.58
H -0.40 3.15 4.23
H -0.37 4.35 5.52
H 2.98 5.31 4.54
H 1.95 5.31 5.99
H 1.50 6.28 4.57
C -1.86 6.27 0.46
O -2.55 5.11 0.77
C -3.94 5.20 0.59
C -4.56 3.99 1.21
O -4.34 4.06 2.59
C -4.61 2.87 3.31
H -0.84 6.22 0.87
H -2.25 7.18 0.93
H -1.66 6.46 -0.61
H -4.23 5.29 -0.46
H -4.30 6.05 1.18
H -4.13 3.06 0.82
H -5.62 3.96 0.92
H -4.26 1.99 2.75
H -5.67 2.80 3.59
H -4.02 2.92 4.23
C 1.90 3.10 1.34
O 2.56 4.28 1.77
C 3.90 4.37 1.39
C 4.80 3.49 2.26
O 5.15 2.26 1.66
C 6.30 2.31 0.85
H 2.15 2.90 0.29
H 0.84 3.21 1.51
H 2.36 2.29 1.92
H 4.16 5.44 1.44
H 4.00 4.20 0.30
H 4.18 3.25 3.12
H 5.65 4.06 2.66
H 6.62 1.29 0.66
H 7.14 2.83 1.33
H 6.07 2.75 -0.12
C 3.34 -0.21 -5.65
O 3.44 -1.15 -6.69
C 4.36 -2.18 -6.37
C 4.49 -3.13 -7.53
O 5.03 -2.48 -8.65
C 5.49 -3.37 -9.63
H 4.21 0.46 -5.63
H 3.17 -0.68 -4.68
H 2.53 0.48 -5.89
H 3.96 -2.76 -5.53
H 5.33 -1.75 -6.09
H 3.50 -3.53 -7.79
H 5.17 -3.91 -7.15
H 4.65 -3.88 -10.11
H 6.22 -4.07 -9.20
H 6.00 -2.77 -10.38
*
```